1.
Formula: C5H7N2O2
Source: OMol25
Level of theory: ωB97M-V/def2-TZVPD

```
16
Properties=species:S:1:pos:R:3:lowdin_charge:R:1
C 1.16479 -0.61820 -1.04968 -0.078
C 2.01549 -0.27895 -0.10940 -0.103
C -3.14335 -0.31916 0.22175 -0.166
C 2.85643 -0.02273 0.85895 0.044
C -0.00168 1.71645 0.08047 0.036
N -2.36728 -1.30405 0.15710 0.250
N -0.73224 0.78445 -0.30725 -0.011
O -3.92582 0.51122 0.16709 0.338
O -0.23263 -0.38821 -0.87321 -0.177
H 1.42386 -1.17050 -1.93196 0.125
H 3.60258 0.91833 0.95587 0.141
H 3.00753 -0.74121 1.64890 0.067
H -0.67764 2.50049 0.40562 0.101
H 1.08373 1.93510 -0.13769 0.119
H -1.30103 -1.35600 -0.26860 0.192
H -2.77274 -2.16704 0.18205 0.121
```

Summary:
HOMO level: -13.52 eV
ΔE to the lowest compared entry with this formula, charge and spin: 629.7 kJ/mol
Kohn-Sham gap: 9.42 eV
net charge: +1

2.
Formula: C5H7N3
Source: OMol25
Level of theory: ωB97M-V/def2-TZVPD

```
15
Properties=species:S:1:pos:R:3:lowdin_charge:R:1
C 2.42727 0.48207 -0.12683 -0.134
C -0.17516 -0.57444 -0.12613 -0.301
C -0.46543 0.74599 0.02342 -0.079
C -1.87126 0.84175 0.17636 -0.052
C -2.32804 -0.50665 0.12988 -0.128
H 1.53282 1.05108 -0.74068 0.097
H 3.45704 0.66268 -0.39723 0.052
H 2.46789 1.06561 0.85622 0.094
H 0.21640 1.57538 -0.05863 0.071
H -2.62821 1.59367 0.18724 0.084
H -3.26586 -0.98663 -0.24458 0.128
H -1.30038 -2.30100 0.10007 0.128
N 2.18398 -0.93056 0.28408 -0.049
N 1.05293 -1.36509 0.05289 0.019
N -1.30399 -1.35385 -0.11607 0.069
```

Summary:
HOMO level: -8.34 eV
ΔE to the lowest compared entry with this formula, charge and spin: 388.8 kJ/mol
Kohn-Sham gap: 8.95 eV